# 1
Molecular formula: CH4S3
Method: DFT, ωB97M-V/def2-TZVPD

Frontier orbital gap: 9.8 eV
E_LUMO: 0.024 Ha
Highest occupied orbital energy: -9.196 eV
Charge: 0

Last column: natural (NBO) charge in e.
CARTESIAN COORDINATES (ANGSTROEM)
1 S -0.581 1.699 0.153  0.011
2 C -0.421 -0.050 -0.336  -0.656
3 S -1.902 -0.917 0.267  0.012
4 S 1.159 -0.815 0.173  -0.003
5 H 0.392 2.145 -0.640  0.127
6 H -0.321 -0.059 -1.531  0.243
7 H -1.312 -2.103 0.398  0.137
8 H 1.102 -0.456 1.454  0.128

# 2
Molecular formula: CH4SSi
Method: DFT, ωB97M-V/def2-TZVPD

Frontier orbital gap (spin up / spin down): 7.9 / 7.9 eV
E_LUMO (spin up / spin down): -0.017 / -0.017 Ha
Highest occupied orbital energy (spin up / spin down): -8.385 / -8.385 eV
Charge: 0

Last column: natural (NBO) charge in e.
CARTESIAN COORDINATES (ANGSTROEM)
1 C 0.086 -0.900 -0.447  -0.740
2 Si -0.358 0.791 0.194  0.880
3 S -0.660 -2.138 -1.000  0.193
4 H 1.623 -1.208 0.164  0.107
5 H 1.012 1.437 0.001  -0.151
6 H -0.374 0.409 1.522  -0.143
7 H -1.329 1.609 -0.434  -0.146

# 3
Molecular formula: CH4Se
Method: DFT, ωB97M-V/def2-TZVPD

Frontier orbital gap: 7.8 eV
E_LUMO: -0.035 Ha
Highest occupied orbital energy: -8.809 eV
Charge: 0

Last column: natural (NBO) charge in e.
CARTESIAN COORDINATES (ANGSTROEM)
1 C -0.092 0.636 0.061  -0.774
2 Se 0.172 -0.251 -1.720  0.062
3 H -0.936 0.256 0.536  0.216
4 H 0.793 0.283 0.598  0.224
5 H -0.280 1.771 -0.124  0.237
6 H -0.462 -2.215 -1.102  0.035

# 4
Molecular formula: CH5AgO2
Method: DFT, ωB97M-V/def2-TZVPD

Frontier orbital gap (spin up / spin down): 7.2 / 5.8 eV
<S²>: 2.013
Multiplicity: 3
E_LUMO (spin up / spin down): 0.022 / -0.149 Ha
Highest occupied orbital energy (spin up / spin down): -6.618 / -9.911 eV
Charge: 0

Last column: natural (NBO) charge in e.
CARTESIAN COORDINATES (ANGSTROEM)
1 O -0.450 -1.151 1.831  -0.779
2 Ag 1.357 0.311 2.265  0.273
3 H -1.347 -1.268 2.159  0.460
4 C 0.236 0.506 -1.394  -0.255
5 H -0.119 -0.430 -1.856  0.172
6 H -0.236 1.358 -1.905  0.170
7 H 1.324 0.571 -1.564  0.180
8 O -0.080 0.567 -0.026  -0.735
9 H -0.686 -0.463 0.490  0.514

# 5
Molecular formula: CH5BO
Method: DFT, ωB97M-V/def2-TZVPD

Frontier orbital gap (spin up / spin down): 5.4 / 8.8 eV
<S²>: 2.005
Multiplicity: 3
E_LUMO (spin up / spin down): 0.013 / -0.062 Ha
Highest occupied orbital energy (spin up / spin down): -5.075 / -10.503 eV
Charge: 0

Last column: natural (NBO) charge in e.
CARTESIAN COORDINATES (ANGSTROEM)
1 B 0.992 -0.144 -0.098  -0.075
2 C -1.278 -0.001 0.278  0.067
3 O -0.219 -1.016 -0.078  -0.681
4 H 1.321 0.614 -0.974  -0.075
5 H 1.693 -0.516 0.688  -0.100
6 H -1.236 0.783 -0.364  0.160
7 H -1.167 0.170 1.363  0.178
8 H -0.608 -1.736 -0.538  0.526

# 6
Molecular formula: CH5BrN3O
Method: DFT, ωB97M-V/def2-TZVPD

Frontier orbital gap: 9.0 eV
E_LUMO: -0.189 Ha
Highest occupied orbital energy: -14.139 eV
Charge: +1

Last column: natural (NBO) charge in e.
CARTESIAN COORDINATES (ANGSTROEM)
1 N -1.626 0.653 -0.850  -0.746
2 C -0.622 0.492 -0.012  0.818
3 O -0.123 1.386 0.802  -0.598
4 N 0.187 -0.771 -0.025  -0.434
5 N 1.279 -0.845 0.727  -0.438
6 Br 2.983 -0.029 -0.230  0.074
7 H -1.866 -0.153 -1.473  0.470
8 H -2.143 1.537 -0.507  0.481
9 H 0.481 1.026 1.498  0.564
10 H -0.038 -1.464 -0.763  0.402
11 H 1.489 -1.833 0.834  0.407

# 7
Molecular formula: CH5BrP2
Method: DFT, ωB97M-V/def2-TZVPD

Frontier orbital gap (spin up / spin down): 8.1 / 5.2 eV
<S²>: 2.009
Multiplicity: 3
E_LUMO (spin up / spin down): 0.030 / -0.139 Ha
Highest occupied orbital energy (spin up / spin down): -7.297 / -9.022 eV
Charge: 0

Last column: natural (NBO) charge in e.
CARTESIAN COORDINATES (ANGSTROEM)
1 C 0.629 -0.130 0.276  -0.866
2 P -0.544 -0.255 1.601  0.313
3 P 0.852 1.349 -0.740  0.318
4 Br -3.429 -0.333 4.016  -0.005
5 H 1.361 -0.924 0.046  0.237
6 H -1.534 0.885 1.407  0.017
7 H -1.149 -1.490 1.418  0.002
8 H 1.735 0.550 -1.708  -0.001
9 H -0.478 1.273 -1.292  -0.014

# 8
Molecular formula: CH5BrSi
Method: DFT, ωB97M-V/def2-TZVPD

Frontier orbital gap (spin up / spin down): 9.6 / 5.6 eV
E_LUMO (spin up / spin down): -0.007 / -0.041 Ha
Highest occupied orbital energy (spin up / spin down): -9.790 / -6.674 eV
Charge: 0

Last column: natural (NBO) charge in e.
CARTESIAN COORDINATES (ANGSTROEM)
1 C -0.465 0.217 0.463  -1.111
2 Si 0.143 -0.818 -0.944  0.823
3 Br -0.926 -0.299 -2.819  -0.307
4 H -0.776 -0.220 1.411  0.254
5 H 0.650 0.544 0.832  0.200
6 H -1.020 1.182 0.340  0.280
7 H 1.007 -2.003 -1.094  -0.110
8 H 1.388 1.397 1.811  -0.030

# 9
Molecular formula: CH5Cl3Si2
Method: DFT, ωB97M-V/def2-TZVPD

Frontier orbital gap: 8.4 eV
E_LUMO: -0.029 Ha
Highest occupied orbital energy: -9.212 eV
Charge: 0

Last column: natural (NBO) charge in e.
CARTESIAN COORDINATES (ANGSTROEM)
1 C 3.218 0.072 0.797  -0.201
2 Si -0.794 -1.303 0.234  0.676
3 Si -1.548 0.605 -0.850  0.645
4 Cl 1.157 -1.146 0.513  -0.289
5 Cl 3.447 0.720 -0.761  0.013
6 Cl -1.834 2.003 0.594  -0.377
7 H 2.891 1.075 1.306  0.118
8 H -1.260 -1.094 1.504  -0.166
9 H -1.373 -2.638 -0.167  -0.121
10 H -1.024 1.359 -2.044  -0.119
11 H -2.878 0.346 -1.126  -0.179

# 10
Molecular formula: CH5ClNP
Method: DFT, ωB97M-V/def2-TZVPD

Frontier orbital gap: 10.0 eV
E_LUMO: 0.040 Ha
Highest occupied orbital energy: -8.918 eV
Charge: 0

Last column: natural (NBO) charge in e.
CARTESIAN COORDINATES (ANGSTROEM)
1 C -0.284 0.701 -1.117  -0.933
2 P -0.267 -0.916 -0.037  0.982
3 N -0.176 -0.218 1.483  -1.182
4 Cl 1.741 -1.353 -0.321  -0.349
5 H 0.096 0.343 -2.036  0.220
6 H 0.338 1.530 -0.645  0.239
7 H -1.340 0.937 -1.428  0.231
8 H 0.723 -0.299 1.930  0.399
9 H -0.832 -0.724 2.171  0.392

# 11
Molecular formula: CH5FN2
Method: DFT, ωB97M-V/def2-TZVPD

Frontier orbital gap: 10.6 eV
E_LUMO: 0.039 Ha
Highest occupied orbital energy: -9.531 eV
Charge: 0

Last column: natural (NBO) charge in e.
CARTESIAN COORDINATES (ANGSTROEM)
1 C -0.228 0.307 -0.467  -0.444
2 N -0.184 0.103 0.961  -0.420
3 N 0.669 -0.727 1.524  -0.106
4 F 2.085 -0.162 1.463  -0.373
5 H 0.506 1.080 -0.943  0.198
6 H -0.188 -0.744 -0.964  0.202
7 H -1.208 0.660 -0.790  0.206
8 H -0.394 0.970 1.497  0.375
9 H 0.736 -1.736 1.154  0.363

# 12
Molecular formula: CH5FNO
Method: DFT, ωB97M-V/def2-TZVPD

Frontier orbital gap: 10.9 eV
E_LUMO: -0.211 Ha
Highest occupied orbital energy: -16.612 eV
Charge: +1

Last column: natural (NBO) charge in e.
CARTESIAN COORDINATES (ANGSTROEM)
1 C 1.536 0.250 -0.199  0.159
2 N 0.460 0.138 0.496  -0.577
3 O -2.102 -0.361 -0.218  -0.357
4 F -3.083 0.579 0.006  -0.085
5 H 2.493 0.196 0.227  0.227
6 H 1.541 0.212 -1.337  0.242
7 H -0.512 -0.002 0.214  0.459
8 H -2.587 -1.147 -0.162  0.495
9 H 0.669 0.104 1.517  0.437

> What is the charge in the fifth record?

0